This record from OMol25 describes a 5-piece molecular cluster, C39H70N2O18 overall at a distorted geometry. The level of theory is ωB97M-V with the def2-TZVPD basis set.

Summary:
HOMO-LUMO gap: 0.3325 hartree
SMILES: CCCCCCCCC[C@@]1(OC[C@H](C)C(C)C)[C@@H](COCOCCO)NC(=O)[C@@]1(CN)OCCC.O=C1OCCO1.O=C1OCCO1.O=C1OCCO1.O=C1OCCO1
LUMO: -0.082 eV
Max |F|: 8.80 eV/Å

Geometry as ORCA input:
```
! RIJCOSX wB97M-V def2-TZVPD def2/J DEFGRID3
* xyz 0 1
O -1.4583 2.5673 4.5142
O -6.2324 5.3989 -6.4029
O 0.1150 -3.9266 -5.7498
O -9.1920 2.7085 -4.7291
O -5.2733 -0.6426 0.9016
O -7.7077 2.0860 -3.1032
O 1.5941 0.3854 1.1901
O 6.8933 1.9931 4.9444
O 6.5784 3.2225 3.0414
O 0.1434 -2.0751 -4.4671
O -7.4820 5.8309 -8.2267
O 2.1187 -2.9780 -5.1846
O -5.2797 6.4483 -8.1988
O -8.4074 -2.7857 0.5227
O -9.9189 1.8877 -2.7216
O -3.2749 0.5022 0.3206
O 1.4649 2.0795 3.9041
O 8.6656 2.9179 3.8319
N -1.8059 1.9740 1.9968
N 1.6500 3.6179 0.8165
C 0.5645 2.1369 2.7447
C -9.2542 1.2297 -1.6599
C 3.9317 1.3080 4.3777
C 2.0096 -5.4332 2.4965
C -0.2648 -0.5638 2.4772
C -3.8805 -0.8489 0.4115
C 7.4305 4.0768 2.3024
C -7.5774 5.1234 -6.0592
C 2.4959 -2.4233 -1.7048
C 4.9260 0.5776 3.2488
C 0.7870 3.6071 2.0581
C 1.5991 -3.3002 4.0129
C -6.1721 -1.6424 0.2752
C 1.5649 0.4468 -0.2765
C -1.8180 0.3605 -0.0108
C -7.8660 1.7783 -1.7309
C -8.9598 2.2667 -3.6161
C -1.2036 -3.7308 -5.2745
C -7.4090 -2.0153 1.2948
C 4.7228 -1.2365 -2.4823
C 2.8766 2.2554 3.5386
C -0.9057 1.3720 0.8967
C 0.3353 -0.9492 3.9509
C 3.4650 -5.1936 0.2663
C 3.1310 -6.2105 1.5357
C 3.8918 1.4853 -0.9865
C 0.3308 0.8066 1.8072
C 4.9130 -4.3895 0.4651
C 3.1110 0.0567 -0.7821
C 0.9000 -2.9924 -5.1378
C 8.7889 3.5056 2.5503
C -6.2460 5.9380 -7.6570
C 7.3399 2.6526 4.0207
C -1.0125 2.2771 3.2855
C 3.1277 -0.9320 -2.0968
C 2.7329 -4.1019 3.1250
C -1.2029 -2.3013 -4.8389
C 1.8405 -1.6481 3.9111
C -8.2509 4.9913 -7.3866
H -7.9858 -1.0539 1.6989
H 7.1630 4.0690 1.2422
H 3.1241 2.1137 2.4045
H -8.4788 -3.7122 0.9127
H 1.6645 -2.7814 -2.4508
H -0.2556 4.0930 1.7372
H 3.4236 0.5389 5.1005
H -1.8739 -2.1235 -3.9941
H 4.8648 -2.2020 -3.1286
H -7.0551 -2.7018 2.1976
H 3.2369 2.3526 -1.4227
H 9.0531 2.7262 1.8280
H -7.6459 4.2084 -5.4646
H 0.0147 -1.4581 1.7477
H -2.1707 2.9257 1.7345
H 4.6697 -3.2320 0.6292
H -3.2329 -1.4329 1.2200
H 2.1101 -2.3682 -0.5804
H 2.4819 -1.3388 2.9825
H 2.6389 -0.4797 -3.0592
H -7.9706 5.9599 -5.4721
H 3.6584 -0.5371 0.0847
H 4.1259 -6.4178 2.1270
H -6.6145 -1.1389 -0.6894
H -1.9335 -3.9248 -6.0652
H -8.2104 3.9685 -7.7760
H -1.3861 -4.4209 -4.4442
H -3.8778 -1.4377 -0.6123
H -0.3823 -1.7997 4.3850
H 1.2673 4.4101 2.7998
H 3.1625 3.3801 3.8088
H 3.3845 -3.2183 -1.7046
H 5.2125 -0.3270 -3.0799
H -1.4652 -1.6163 -5.6521
H -7.7491 2.6972 -1.1469
H -9.7392 1.4473 -0.7044
H 4.6616 1.9664 5.0513
H 5.2397 1.3525 2.3967
H 1.6203 -3.6981 5.1133
H 3.6201 -4.3933 3.8489
H -0.7033 2.2612 0.1260
H 5.3021 -1.2730 -1.4412
H -1.7383 0.7365 -1.1411
H -7.1145 1.0531 -1.4070
H 1.1532 4.2668 0.1365
H 5.4525 -4.7383 1.4478
H 1.6604 -6.1038 3.4119
H 5.9275 0.1830 3.7086
H 2.3576 -1.3630 4.9483
H 2.6069 -7.1707 1.1136
H 1.3519 1.5029 -0.7323
H 2.6107 3.9882 1.0129
H 9.5694 4.2714 2.5485
H 0.8282 -0.3499 -0.7211
H 0.5396 -3.6155 3.5646
H 3.4886 -5.7998 -0.7350
H 1.0571 -5.0885 1.9018
H 7.3292 5.0970 2.6876
H -1.4715 -0.7568 -0.0251
H 0.2604 -0.0694 4.7528
H 4.2481 1.8267 0.0987
H -9.2934 5.3200 -7.3588
H -5.5801 -2.6322 0.0631
H 4.8598 1.4244 -1.6587
H 3.1083 -3.3239 2.3056
H 2.6027 -4.3786 0.2830
H -9.2865 0.1496 -1.8377
H -1.4523 -0.5732 2.5907
H 5.5619 -4.4668 -0.5054
H 4.4090 -0.3245 2.7058
*
```